# 1
The following is a quantum chemistry calculation of C4H8S as an isolated structure in a non-equilibrium geometry, from the OMol25 dataset.

Properties
HOMO energy = -8.503 eV
maximum force = 7.85 eV/Å
energy relative to the best compared isomer or geometry (same formula, charge and spin) = 421.4 kJ/mol
DFT total energy = -555.20942 Eh
gap between HOMO and LUMO = 9.31 eV

XYZ file:
```
13
Properties=species:S:1:pos:R:3:forces:R:3
C 1.31876 -0.94915 -0.39746 4.627 0.801 0.739
C 0.36248 -0.07263 0.15113 5.515 4.163 -3.718
C 0.66949 1.40776 -0.08910 0.333 2.966 3.269
C -0.40438 -0.32045 1.21715 -1.547 -2.535 6.677
H 1.47091 -0.58007 -1.46549 0.809 -0.834 1.444
H 2.16683 -0.72127 0.48368 -0.839 -1.102 -3.043
H 1.05430 -1.96556 -0.36249 -0.355 -1.316 -0.035
H -0.06395 1.91132 0.92754 1.640 -0.529 -4.057
H 1.64114 1.78876 0.34822 -0.343 -0.630 -1.000
H 0.51343 1.73068 -1.21528 0.168 -0.351 2.676
H -0.34667 0.60317 1.86501 -1.235 -1.422 -0.179
H -0.17037 -1.38031 1.88254 -1.357 2.912 -2.329
S -1.12148 -0.11124 -0.48463 -7.418 -2.123 -0.442
```
Positions in Å, forces in eV/Å.

So, what does the Mulliken scheme give us? The charges, in e, come out as: C -1.0830; C 0.9908; C -0.9251; C -0.8796; H 0.2826; H 0.2449; H 0.3643; H 0.1939; H 0.3416; H 0.2782; H 0.1988; H 0.2389; S -0.2463

***

# 2
The following is a quantum chemistry calculation of a 2-piece molecular cluster, C4H8S2 overall in a non-equilibrium geometry, from the OMol25 dataset.

Properties
HOMO energy = -8.871 eV
maximum force = 5.78 eV/Å
energy relative to the best compared isomer or geometry (same formula, charge and spin) = 550.8 kJ/mol
DFT total energy = -953.37683 Eh
gap between HOMO and LUMO = 7.75 eV

XYZ file:
```
14
Properties=species:S:1:pos:R:3:forces:R:3
C -0.24683 -0.46284 -1.92844 -0.457 0.115 -0.859
C 0.74293 -0.60502 -0.65619 1.291 -3.266 -4.596
C 1.05250 0.60291 0.28581 1.491 0.217 -0.421
C 2.02312 0.28492 1.42610 -0.870 1.332 -0.815
H -2.21472 -2.17019 -1.67245 -0.049 3.801 1.260
H -0.39441 -1.37459 -2.72981 1.024 2.015 2.628
H -0.02521 0.37663 -2.63839 -0.112 -0.317 1.015
H 1.72385 -1.02285 -1.19031 -1.231 1.562 1.062
H 0.38614 -1.71790 -0.43448 0.487 2.736 1.641
H 1.49265 1.66176 -0.08058 -2.111 -2.483 -0.021
H 2.85441 1.06346 1.57005 -1.541 -1.419 0.293
H 2.22079 -0.75026 1.40977 0.924 -0.890 0.500
S -1.96502 -0.20956 -1.19349 0.140 -4.242 -1.822
S 0.24791 0.52294 1.88115 1.014 0.839 0.133
```
Positions in Å, forces in eV/Å.

So, what does the Mulliken scheme give us? The charges, in e, come out as: C -0.7877; C -0.6237; C 0.1083; C -0.7815; H 0.1104; H 0.3044; H 0.3174; H 0.3308; H 0.3349; H 0.3294; H 0.2951; H 0.3269; S -0.1729; S -0.0918

***

# 3
The following is a quantum chemistry calculation of a 2-piece molecular cluster, C4H8S2 overall in a non-equilibrium geometry, from the OMol25 dataset.

Properties
HOMO energy = -8.209 eV
maximum force = 4.49 eV/Å
energy relative to the best compared isomer or geometry (same formula, charge and spin) = 524.6 kJ/mol
DFT total energy = -953.38680 Eh
gap between HOMO and LUMO = 7.40 eV

XYZ file:
```
14
Properties=species:S:1:pos:R:3:forces:R:3
C -0.25374 -1.27287 -1.35504 3.759 1.415 -0.025
C 0.34354 -0.02967 -0.51766 -0.775 0.045 1.738
C 0.75956 -0.18891 0.92027 -0.800 1.803 2.063
C -0.51912 0.60694 0.64987 1.510 -1.486 -2.304
H -0.07069 -0.92622 -2.49877 -2.047 -0.925 2.487
H -1.14179 -1.65564 -0.75003 0.741 0.431 -1.961
H 0.60461 -2.02546 -1.32287 -1.316 0.517 0.335
H 2.01622 1.58267 -0.02386 -0.816 -0.794 -2.424
H 0.49016 -1.13590 1.33251 0.570 -0.631 0.718
H 1.52933 0.56781 1.48885 -1.527 -2.705 -1.674
H -0.58043 1.63754 0.78883 1.180 1.524 -0.254
H -2.47092 1.63097 1.88379 0.120 -3.332 -2.330
S 1.47633 1.05695 -1.28246 1.457 1.705 0.471
S -2.18306 0.15177 0.68658 -2.056 2.432 3.162
```
Positions in Å, forces in eV/Å.

So, what does the Mulliken scheme give us? The charges, in e, come out as: C -0.9552; C 0.4364; C -0.7293; C -0.1895; H 0.2626; H 0.3034; H 0.3044; H 0.1171; H 0.3158; H 0.1589; H 0.3548; H 0.1199; S -0.2500; S -0.2494

***

# 4
The following is a quantum chemistry calculation of one molecule with the formula C4H8SSi in a non-equilibrium geometry, from the OMol25 dataset.

Properties
HOMO energy (spin up / spin down) = -8.221 / -8.219 eV
maximum force = 3.75 eV/Å
energy relative to the best compared isomer or geometry (same formula, charge and spin) = 277.4 kJ/mol
DFT total energy = -844.70985 Eh
gap between HOMO and LUMO (spin up / spin down) = 7.52 / 7.51 eV

XYZ file:
```
14
Properties=species:S:1:pos:R:3:forces:R:3
C -1.54541 1.04434 0.21268 -2.819 -1.413 1.836
C -1.83631 -0.29466 0.55360 -1.461 -1.234 1.334
C -0.53327 1.44798 -0.54674 -0.808 3.360 -1.455
C 0.34021 -1.00283 -0.72701 -0.721 0.077 1.604
Si 1.85529 -0.69136 0.24406 2.735 -0.588 1.703
S -1.11509 -1.66020 -0.13826 0.474 1.443 -0.098
H -2.44940 1.69014 0.50341 1.555 -0.597 -0.915
H -2.76495 -0.54776 1.20991 1.868 0.525 -1.228
H -0.82598 2.39396 -1.09823 1.030 -1.004 0.426
H 0.45511 1.12630 -0.53939 0.939 -0.016 -0.101
H 0.79006 -1.49751 -1.52755 -0.075 -1.240 -1.729
H 2.83973 -1.91918 0.20918 -0.861 0.863 -0.774
H 2.09289 -0.61958 1.73371 -1.223 0.229 -0.133
H 2.69712 0.53035 -0.08936 -0.633 -0.405 -0.469
```
Positions in Å, forces in eV/Å.

So, what does the Mulliken scheme give us? The charges, in e, come out as: C -0.0680; C -0.1979; C -0.4178; C -0.5585; Si 0.3693; S 0.0174; H 0.2179; H 0.2482; H 0.2065; H 0.2344; H 0.2946; H -0.1268; H -0.1156; H -0.1036